1.
The following is a DFT calculation (ωB97M-V with the def2-TZVPD basis set) of one molecule with the formula C4H9N3 in a non-equilibrium geometry.

Properties
- Kohn-Sham gap (Eh) = 0.351
- molecular weight (g mol⁻¹) = 99.1
- energy above the lowest of the compared OMol25 structures with the same formula, charge and spin (kcal per mole) = 14.16
- lowest unoccupied orbital energy (eV) = 0.86
- structure (SMILES) = [H]/N=C(C)/C(=N\[H])NC

The geometry in ORCA input format:
```
! RIJCOSX wB97M-V def2-TZVPD def2/J DEFGRID3
* xyz 0 1
H 1.874 -0.218 2.223
N 1.195 0.259 1.620
C 0.778 -0.543 0.686
C 1.256 -1.958 0.554
C -0.255 0.001 -0.320
N -0.699 -0.732 -1.289
H -0.294 -1.667 -1.293
N -0.656 1.291 -0.114
C -1.588 2.027 -0.919
H 0.407 -2.642 0.635
H 1.973 -2.199 1.343
H 1.746 -2.091 -0.414
H -0.215 1.763 0.674
H -1.099 2.908 -1.343
H -1.998 1.436 -1.744
H -2.424 2.366 -0.299
*
```

2.
The following is a DFT calculation (ωB97M-V with the def2-TZVPD basis set) of a 12-piece molecular cluster, C30H89N5O17 overall in a non-equilibrium geometry.

Properties
- Kohn-Sham gap (Eh) = 0.353
- molecular weight (g mol⁻¹) = 792.1
- energy above the lowest of the compared OMol25 structures with the same formula, charge and spin (kcal per mole) = 0.00
- lowest unoccupied orbital energy (eV) = 0.46
- structure (SMILES) = COC[C@H](C)N.COC[C@H](C)N.COC[C@H](C)N.COC[C@H](C)N.COC[C@H](C)N.OCCO.OCCO.OCCO.OCCO.OCCO.O.O

The geometry in ORCA input format:
```
! RIJCOSX wB97M-V def2-TZVPD def2/J DEFGRID3
* xyz 0 1
C 3.720 -2.717 2.100
O 4.239 -2.755 0.767
C 3.775 -1.628 0.035
C 4.034 -1.969 -1.438
C 5.430 -2.347 -1.798
N 3.505 -0.854 -2.213
H 4.286 -1.960 2.629
H 3.832 -3.669 2.574
H 2.682 -2.399 2.092
H 2.696 -1.443 0.177
H 4.410 -0.785 0.269
H 3.441 -2.851 -1.711
H 5.585 -2.230 -2.904
H 5.622 -3.392 -1.572
H 6.216 -1.698 -1.399
H 3.779 -1.167 -3.142
H 4.081 -0.039 -2.075
C -2.491 3.848 -4.419
O -2.400 2.887 -3.406
C -1.151 2.231 -3.067
C 0.118 3.065 -3.237
C 1.381 2.246 -2.960
N 0.125 4.236 -2.426
H -2.402 3.411 -5.434
H -1.745 4.659 -4.250
H -3.488 4.286 -4.345
H -1.159 2.147 -2.004
H -1.027 1.238 -3.595
H 0.139 3.367 -4.297
H 2.252 2.876 -3.058
H 1.495 1.430 -3.669
H 1.480 1.910 -1.956
H 0.226 3.996 -1.489
H 1.009 4.714 -2.657
C 1.697 1.868 3.011
O 1.674 0.478 3.054
C 0.527 -0.007 3.766
C 0.604 -1.494 3.782
C -0.608 -2.161 4.503
N 1.790 -2.024 4.450
H 1.825 2.360 4.003
H 0.809 2.258 2.450
H 2.503 2.365 2.508
H 0.593 0.357 4.800
H -0.370 0.208 3.221
H 0.567 -1.779 2.730
H -0.495 -2.295 5.623
H -0.713 -3.176 4.067
H -1.502 -1.605 4.292
H 1.694 -1.901 5.433
H 2.653 -1.570 4.118
C -2.717 -5.550 1.613
O -2.459 -4.181 1.295
C -3.357 -3.304 1.986
C -2.886 -1.908 1.724
C -3.707 -0.986 2.598
N -2.948 -1.621 0.271
H -2.096 -6.032 0.898
H -3.780 -5.866 1.553
H -2.265 -5.789 2.593
H -4.351 -3.557 1.637
H -3.265 -3.401 3.059
H -1.851 -1.800 1.977
H -4.781 -1.153 2.497
H -3.550 0.097 2.364
H -3.371 -1.100 3.621
H -3.782 -1.124 -0.039
H -2.150 -1.099 -0.088
C 2.038 5.534 0.326
O 3.298 5.317 1.087
C 4.235 6.293 0.761
C 5.568 5.972 1.425
C 5.548 5.761 2.863
N 6.460 7.108 1.073
H 2.309 5.515 -0.750
H 1.648 6.529 0.559
H 1.457 4.673 0.616
H 4.358 6.311 -0.367
H 3.953 7.297 1.065
H 5.948 5.031 1.034
H 5.160 6.664 3.333
H 6.476 5.535 3.297
H 4.766 5.010 3.068
H 7.408 6.821 1.270
H 6.441 7.328 0.090
O -6.204 0.925 -3.043
C -4.866 0.438 -3.038
C -4.175 1.013 -1.796
O -4.957 0.405 -0.726
H -6.337 1.529 -3.767
H -4.712 -0.654 -2.987
H -4.356 0.741 -3.946
H -4.317 2.076 -1.659
H -3.181 0.698 -1.597
H -5.872 0.627 -0.908
O 0.794 -1.358 -2.127
C 0.047 -1.409 -3.324
C 0.247 -2.687 -4.111
O 1.544 -2.625 -4.707
H 1.758 -1.172 -2.318
H -1.025 -1.289 -3.090
H 0.272 -0.554 -3.993
H -0.540 -2.809 -4.883
H 0.206 -3.536 -3.395
H 1.777 -3.504 -5.092
O -2.616 -3.416 -2.051
C -3.566 -4.490 -2.056
C -3.235 -5.583 -3.015
O -2.521 -6.719 -2.491
H -2.665 -2.910 -1.193
H -3.604 -4.972 -1.028
H -4.522 -4.063 -2.360
H -2.629 -5.177 -3.830
H -4.204 -5.971 -3.384
H -1.729 -6.338 -2.049
O 0.380 -4.555 1.577
C 1.104 -4.054 0.447
C 0.725 -4.786 -0.861
O -0.669 -4.828 -1.101
H -0.588 -4.300 1.528
H 0.854 -3.029 0.337
H 2.163 -4.154 0.708
H 1.013 -5.810 -0.708
H 1.284 -4.366 -1.712
H -1.047 -4.026 -1.551
O -3.333 3.181 1.425
C -3.118 2.865 2.821
C -2.343 3.963 3.549
O -3.098 5.158 3.819
H -3.789 4.026 1.285
H -4.059 2.601 3.339
H -2.463 2.018 2.892
H -1.489 4.269 2.876
H -1.900 3.489 4.406
H -3.765 4.936 4.448
O -0.610 2.515 0.259
H -1.529 2.735 0.345
H -0.648 1.560 0.097
O 0.116 -0.449 0.592
H 0.406 -0.771 -0.249
H 0.893 -0.255 1.148
*
```

3.
The following is a DFT calculation (ωB97M-V with the def2-TZVPD basis set) of a 2-piece molecular cluster, C3H9N3O overall in a non-equilibrium geometry.

Properties
- Kohn-Sham gap (spin up / spin down) (Eh) = 0.291 / 0.312
- molecular weight (g mol⁻¹) = 103.1
- energy above the lowest of the compared OMol25 structures with the same formula, charge and spin (kcal per mole) = 154.37
- lowest unoccupied orbital energy (spin up / spin down) (eV) = 0.89 / 0.63

The geometry in ORCA input format:
```
! RIJCOSX wB97M-V def2-TZVPD def2/J DEFGRID3
* xyz 0 1
C -1.848 -0.367 -0.952
C 2.531 1.674 0.581
C -1.648 -1.360 0.195
N 0.261 1.201 1.260
N 1.236 1.102 0.658
N -0.275 -1.444 0.704
O 0.615 -1.272 -0.226
H -1.146 0.361 -0.790
H -1.542 -0.848 -1.930
H -2.853 -0.085 -1.168
H 2.826 2.337 1.450
H 3.227 0.853 0.771
H 2.683 2.262 -0.303
H -2.332 -0.911 0.862
H -1.888 -2.379 -0.009
H 0.152 -1.126 -1.103
*
```

4.
The following is a DFT calculation (ωB97M-V with the def2-TZVPD basis set) of C7H10BF4NPd as an isolated structure in a non-equilibrium geometry.

Properties
- Kohn-Sham gap (spin up / spin down) (Eh) = 0.202 / 0.200
- molecular weight (g mol⁻¹) = 301.4
- energy above the lowest of the compared OMol25 structures with the same formula, charge and spin (kcal per mole) = 13.92
- lowest unoccupied orbital energy (spin up / spin down) (eV) = 6.25 / 6.22

The geometry in ORCA input format:
```
! RIJCOSX wB97M-V def2-TZVPD def2/J DEFGRID3
* xyz -2 3
C 0.214 -0.985 -2.291
C -0.912 -0.072 -2.263
C -1.758 -0.459 -1.183
C -1.240 -1.639 -0.606
C -0.008 -1.944 -1.255
Pd 0.507 0.162 -0.395
N 2.156 -1.505 0.318
C 1.562 1.732 -0.390
C 0.449 2.499 -0.678
H -2.694 0.021 -0.929
H -1.068 0.759 -2.959
H -1.645 -2.170 0.254
H 0.667 -2.775 -1.002
H 1.056 -0.946 -2.988
H 0.320 2.636 -1.838
H 1.902 1.726 0.684
H 1.904 -0.611 1.208
H 0.045 3.024 0.299
H 2.255 1.402 -1.199
F 0.098 -0.115 2.301
B -0.767 -0.179 3.452
F 0.072 -0.307 4.624
F -1.498 1.040 3.509
F -1.616 -1.293 3.327
*
```

5.
The following is a DFT calculation (ωB97M-V with the def2-TZVPD basis set) of a 5-piece molecular cluster, C5H21N2O4S overall in a non-equilibrium geometry.

Properties
- Kohn-Sham gap (spin up / spin down) (Eh) = 0.362 / 0.252
- molecular weight (g mol⁻¹) = 205.3
- lowest unoccupied orbital energy (spin up / spin down) (eV) = 0.43 / -2.45

The geometry in ORCA input format:
```
! RIJCOSX wB97M-V def2-TZVPD def2/J DEFGRID3
* xyz 0 2
C -0.019 0.763 -2.607
N 0.194 0.981 -1.205
C -0.642 0.099 -0.305
C -2.070 0.634 -0.225
S -2.106 2.212 0.777
C 0.064 -0.105 1.007
N 1.298 -0.897 0.913
C 1.437 -1.937 1.939
H -0.149 -0.286 -2.939
H 0.865 0.992 -3.183
H -0.915 1.312 -3.019
H -0.010 1.953 -0.966
H -0.608 -0.909 -0.753
H -2.629 -0.057 0.438
H -2.529 0.833 -1.174
H -0.698 -0.447 1.725
H 0.349 0.891 1.372
H 2.071 -0.229 0.943
H 2.077 -1.788 2.798
H 1.887 -2.831 1.425
H 0.421 -2.267 2.169
H 2.428 0.082 -1.221
H 3.109 -1.271 -0.899
O 3.281 -0.384 -1.223
H -1.177 -2.620 0.698
H -2.519 -2.603 0.324
O -2.033 -2.508 1.159
H 1.199 1.895 0.202
H 1.032 3.291 0.517
O 1.726 2.622 0.624
H 0.670 -2.952 -0.486
H 0.682 -1.927 -1.502
O 0.220 -2.759 -1.322
*
```

6.
The following is a DFT calculation (ωB97M-V with the def2-TZVPD basis set) of a 2-piece molecular cluster, C4H14N2O2 overall in a non-equilibrium geometry.

Properties
- Kohn-Sham gap (Eh) = 0.337
- molecular weight (g mol⁻¹) = 122.2
- energy above the lowest of the compared OMol25 structures with the same formula, charge and spin (kcal per mole) = 63.79
- lowest unoccupied orbital energy (eV) = 0.34
- structure (SMILES) = NCC[C@H](N)CO.O

The geometry in ORCA input format:
```
! RIJCOSX wB97M-V def2-TZVPD def2/J DEFGRID3
* xyz 0 1
N 2.651 -1.148 0.426
C 1.561 -0.497 -0.472
C 0.978 0.935 0.060
C -0.241 0.658 1.043
N -0.617 -0.729 0.771
C -1.523 1.463 0.719
O -2.683 0.799 1.323
H 2.991 -1.917 -0.142
H 2.172 -1.644 1.243
H 0.823 -1.317 -0.769
H 1.989 -0.337 -1.477
H 0.741 1.464 -0.839
H 1.679 1.480 0.783
H 0.207 0.738 2.099
H 0.132 -1.334 0.931
H -0.990 -0.809 -0.170
H -1.589 2.506 1.125
H -1.803 1.641 -0.267
H -2.545 -0.122 1.307
O -1.379 -0.603 -2.213
H -1.710 0.035 -2.915
H -0.843 -1.259 -2.567
*
```

7.
The following is a DFT calculation (ωB97M-V with the def2-TZVPD basis set) of a 2-piece molecular cluster, CH6N2 overall in a non-equilibrium geometry.

Properties
- Kohn-Sham gap (Eh) = 0.402
- molecular weight (g mol⁻¹) = 46.1
- energy above the lowest of the compared OMol25 structures with the same formula, charge and spin (kcal per mole) = 16.36
- lowest unoccupied orbital energy (eV) = 1.18
- structure (SMILES) = C=N.N

The geometry in ORCA input format:
```
! RIJCOSX wB97M-V def2-TZVPD def2/J DEFGRID3
* xyz 0 1
C -1.210 0.367 0.980
N -1.640 0.508 -0.181
H -0.423 1.026 1.359
H -1.459 -0.396 1.721
H -2.399 -0.125 -0.443
N 1.864 -0.338 -0.645
H 1.168 -1.057 -0.758
H 2.665 -0.541 -1.218
H 1.434 0.555 -0.815
*
```

8.
The following is a DFT calculation (ωB97M-V with the def2-TZVPD basis set) of ClLi2 as an isolated structure in a non-equilibrium geometry.

Properties
- Kohn-Sham gap (Eh) = 0.331
- molecular weight (g mol⁻¹) = 49.3
- energy above the lowest of the compared OMol25 structures with the same formula, charge and spin (kcal per mole) = 18.59
- lowest unoccupied orbital energy (eV) = -5.70

The geometry in ORCA input format:
```
! RIJCOSX wB97M-V def2-TZVPD def2/J DEFGRID3
* xyz 1 1
Li -1.120 0.437 -1.119
Li 0.684 -1.298 0.284
Cl 0.436 0.861 0.835
*
```